{"formula": "C4H6O2", "method": "ωB97M-V/def2-TZVPD", "symbols": ["O", "C", "C", "C", "O", "C", "H", "H", "H", "H", "H", "H"], "xyz": [[0.8819, -1.0478, -2.1846], [0.5037, -0.5432, -1.1605], [1.1166, -0.3607, 0.2333], [-0.1159, 0.4903, 0.6264], [-0.7802, -0.0640, 1.7437], [-0.7686, 0.2126, -0.7614], [1.1538, -1.2871, 0.8199], [2.0945, 0.1358, 0.2482], [0.1210, 1.5559, 0.7902], [-1.6788, 0.3254, 1.7792], [-1.0270, 1.0634, -1.4026], [-1.6368, -0.4499, -0.6769]], "total_charge": 0, "orbital_gap_ev": 10.42, "de_lowest_kcal_mol": 30.0}

***

{"formula": "C32H48F6O28V3", "method": "ωB97M-V/def2-TZVPD", "symbols": ["O", "V", "O", "O", "V", "O", "O", "V", "O", "C", "O", "O", "C", "F", "F", "F", "C", "C", "H", "H", "H", "H", "H", "H", "C", "O", "O", "C", "F", "F", "F", "C", "C", "H", "H", "H", "H", "H", "H", "C", "C", "C", "O", "C", "O", "O", "H", "H", "H", "H", "H", "H", "C", "C", "C", "O", "C", "O", "O", "H", "H", "H", "H", "H", "H", "C", "C", "C", "O", "C", "O", "O", "H", "H", "H", "H", "H", "H", "C", "C", "C", "O", "C", "O", "O", "H", "H", "H", "H", "H", "H", "C", "C", "C", "O", "C", "O", "O", "H", "H", "H", "H", "H", "H", "C", "C", "C", "O", "C", "O", "O", "H", "H", "H", "H", "H", "H"], "xyz": [[2.5722, 3.6696, 1.6059], [1.5624, 2.4876, 1.3807], [0.8395, 2.1770, 2.8730], [6.0945, 1.8741, 2.8016], [5.4564, 1.4282, 1.3343], [6.2571, 0.1267, 0.7514], [-1.4673, 3.5356, -2.1844], [-0.5669, 4.6795, -1.5222], [-0.7937, 6.0240, -2.2892], [-1.4530, 4.1662, 1.0969], [-1.8744, 5.1681, 0.1346], [-0.2253, 3.7563, 0.4539], [-1.5983, 4.7995, 2.5524], [-0.4835, 4.4664, 3.2223], [-1.5846, 6.1980, 2.4963], [-2.5866, 4.3148, 3.2591], [-3.2625, 5.5623, 0.0997], [-3.3249, 7.0733, -0.1460], [-2.3777, 7.5734, 0.0560], [-3.5094, 7.1273, -1.2190], [-4.2199, 7.4652, 0.3372], [-3.9257, 5.2755, 0.9157], [-3.7251, 5.0449, -0.7408], [-2.2447, 3.4224, 1.0076], [2.4415, -0.2028, 0.5250], [1.0914, 0.3080, 0.4182], [3.2019, 0.9439, 0.8859], [2.4413, -1.6096, 1.4265], [3.4351, -2.5618, 1.2457], [2.5146, -1.1881, 2.6713], [1.3188, -2.2743, 1.6105], [0.3330, -0.1495, -0.7072], [-1.0397, 0.3440, -0.6350], [-1.3565, 0.2637, 0.4049], [-1.3606, 1.3631, -0.8507], [-1.6897, -0.2710, -1.2573], [0.3061, -1.2308, -0.8418], [0.5757, 0.2456, -1.6937], [2.7832, -0.5462, -0.4515], [4.7544, -1.9901, 6.8015], [5.9878, -1.9875, 5.9736], [5.8364, -1.9630, 4.4060], [6.4078, -0.6896, 4.0211], [7.0440, -0.1293, 5.1666], [7.8854, 0.7553, 5.1669], [6.8251, -0.9173, 6.2830], [4.5589, -2.8583, 7.4309], [3.9246, -1.5958, 6.2149], [4.6799, -1.1050, 7.4332], [6.5173, -2.9271, 6.1310], [4.7524, -2.0098, 4.3009], [6.1833, -2.8807, 3.9310], [-1.7996, -0.5434, 6.3452], [-1.4702, -0.5461, 4.8684], [-1.8318, -1.7391, 3.9881], [-2.5250, -1.1362, 2.9390], [-2.6608, 0.2049, 3.0988], [-3.1468, 0.9880, 2.3158], [-2.1933, 0.5321, 4.2826], [-1.3901, 0.3680, 6.7809], [-1.1357, -1.3284, 6.7074], [-2.8196, -0.8172, 6.6147], [-0.4479, -0.1920, 4.7352], [-2.5529, -2.3297, 4.5532], [-0.9640, -2.3445, 3.7263], [-3.7790, 1.3122, -3.8199], [-4.1663, 2.6377, -4.4732], [-3.3724, 3.1564, -5.7228], [-4.3748, 3.4318, -6.6737], [-5.5658, 3.0656, -6.1595], [-6.6361, 3.0727, -6.7777], [-5.4381, 2.5685, -4.9547], [-4.7044, 0.9783, -3.3507], [-3.0715, 1.3898, -2.9944], [-3.4615, 0.5120, -4.4885], [-4.2643, 3.4434, -3.7457], [-2.7615, 2.2621, -5.8459], [-2.6528, 3.9613, -5.5729], [-4.4343, -1.3122, -0.2203], [-5.4124, -0.1343, -0.1612], [-4.7151, 1.1933, -0.3552], [-5.6134, 1.9539, -1.0843], [-6.4880, 1.1805, -1.5945], [-7.4495, 1.5560, -2.3002], [-6.1585, -0.0688, -1.3191], [-3.6957, -1.3870, 0.5778], [-3.8872, -1.3691, -1.1613], [-4.9328, -2.2801, -0.2716], [-6.0509, -0.3037, 0.7058], [-3.8037, 1.1626, -0.9522], [-4.5428, 1.6159, 0.6347], [3.3833, -0.9038, -3.5864], [2.7840, -1.9165, -4.6320], [3.7033, -2.0515, -5.8500], [4.3927, -3.1169, -5.7287], [3.7656, -3.9076, -4.6995], [3.9952, -5.0808, -4.5607], [2.8719, -3.1773, -4.0042], [4.3437, -1.0872, -3.1046], [2.6712, -0.6091, -2.8157], [3.8044, 0.0047, -4.0171], [1.7458, -1.6721, -4.8563], [4.3865, -1.2032, -5.8896], [3.0211, -2.2218, -6.6829], [3.0452, -5.1111, -0.7657], [2.6749, -6.0214, -1.9491], [1.8778, -7.2287, -1.5629], [0.6873, -7.0234, -2.3474], [0.8192, -5.9765, -3.0659], [0.0502, -5.5944, -3.9085], [1.7777, -5.3002, -2.6313], [3.4404, -4.1909, -1.1962], [3.6485, -5.6144, -0.0102], [2.0820, -4.9187, -0.2930], [3.4524, -6.2057, -2.6905], [1.5954, -7.0016, -0.5349], [2.4391, -8.1375, -1.7800]], "total_charge": 1, "orbital_gap_ev": 5.36}

***

{"formula": "C5H7N", "method": "ωB97M-V/def2-TZVPD", "symbols": ["C", "C", "C", "C", "C", "N", "H", "H", "H", "H", "H", "H", "H"], "xyz": [[-2.1619, -0.5350, -0.0178], [-0.7686, -0.0036, 0.0414], [-0.5711, 1.4750, 0.0047], [0.2485, -0.8906, 0.0239], [1.6055, -0.3741, -0.0017], [2.6933, 0.0750, -0.0144], [-2.4597, -1.0023, 0.9585], [-2.2529, -1.3459, -0.7811], [-2.8632, 0.3064, -0.2772], [0.0763, 1.7566, -0.8426], [-1.5272, 2.0016, -0.0609], [0.0089, 1.6729, 0.8814], [0.0501, -1.9446, -0.0800]], "total_charge": 0, "orbital_gap_ev": 10.29, "de_lowest_kcal_mol": 20.9}

***

{"formula": "C16H24F4N4O20", "method": "ωB97M-V/def2-TZVPD", "symbols": ["C", "N", "O", "O", "H", "H", "H", "C", "N", "O", "O", "H", "H", "H", "C", "N", "O", "O", "H", "H", "H", "C", "N", "O", "O", "H", "H", "H", "C", "C", "O", "C", "O", "O", "F", "H", "H", "H", "C", "C", "O", "C", "O", "O", "F", "H", "H", "H", "C", "C", "O", "C", "O", "O", "F", "H", "H", "H", "C", "C", "O", "C", "O", "O", "F", "H", "H", "H"], "xyz": [[-2.6309, -22.9495, 17.9089], [-1.4469, -22.4182, 17.1873], [-1.2594, -22.7482, 15.9950], [-0.7299, -21.7122, 17.8512], [-2.3490, -23.2569, 18.9159], [-2.9319, -23.8611, 17.3928], [-3.4466, -22.2369, 18.0318], [0.3512, -21.2723, 15.2864], [0.3664, -21.6529, 13.8237], [-0.5711, -21.4680, 13.0780], [1.4363, -22.1183, 13.4303], [-0.6105, -21.6163, 15.6669], [0.3418, -20.1838, 15.3429], [1.2433, -21.5782, 15.8330], [2.7788, -18.0112, 15.7412], [2.4796, -19.2861, 15.0068], [1.8873, -20.1384, 15.6074], [2.9119, -19.4022, 13.8911], [3.5313, -18.3439, 16.4562], [1.8613, -17.8141, 16.2957], [3.2043, -17.1863, 15.1697], [3.3202, -22.1002, 12.9374], [3.6541, -22.4894, 14.3299], [3.6032, -23.6503, 14.7646], [4.0663, -21.6242, 15.0254], [2.7676, -21.1708, 13.0742], [2.6287, -22.8667, 12.5877], [4.2789, -22.1489, 12.4209], [0.3137, -21.2628, 10.6735], [-0.9621, -22.0332, 10.2457], [-0.5473, -23.3701, 10.5198], [0.8036, -23.4603, 10.1605], [1.4802, -24.4402, 9.9363], [1.2982, -22.1378, 10.1601], [-1.2649, -21.8005, 8.9780], [0.3625, -21.1116, 11.7519], [0.3310, -20.2786, 10.2052], [-1.7664, -21.7287, 10.9154], [-5.0461, -22.2214, 15.3506], [-4.8506, -22.0682, 16.8069], [-3.7020, -21.1554, 16.9426], [-3.0282, -21.1601, 15.7626], [-1.9044, -20.6715, 15.6070], [-3.7020, -21.9383, 14.9058], [-4.6243, -23.2171, 17.3163], [-5.8403, -21.7221, 14.7956], [-5.2044, -23.2962, 15.2626], [-5.7320, -21.5915, 17.2358], [-2.7294, -21.6500, 13.2054], [-3.8640, -20.6680, 12.9500], [-4.2168, -21.1988, 11.6159], [-3.1934, -21.8893, 11.0284], [-3.1193, -22.2979, 9.8605], [-2.2457, -21.9863, 11.9287], [-3.5011, -19.3847, 12.9954], [-3.1390, -22.5167, 13.7243], [-1.9498, -21.1609, 13.7894], [-4.6340, -20.8108, 13.7082], [-1.6947, -24.6385, 13.8639], [-0.6384, -23.6048, 13.7601], [0.2354, -24.2795, 12.8568], [-0.4903, -24.7721, 11.9594], [-0.2300, -25.0963, 10.7536], [-1.7128, -24.9549, 12.4958], [-0.0988, -23.6530, 14.9492], [-2.6541, -24.4708, 14.3532], [-1.3848, -25.5262, 14.4154], [-0.9880, -22.6081, 13.4909]], "total_charge": 0, "orbital_gap_ev": 6.90, "de_lowest_kcal_mol": 775.5}

***

{"formula": "C31H35N5O", "method": "ωB97M-V/def2-TZVPD", "symbols": ["C", "C", "N", "C", "C", "N", "C", "C", "N", "C", "O", "C", "C", "C", "C", "N", "C", "C", "C", "C", "C", "C", "C", "C", "C", "C", "C", "C", "C", "C", "C", "C", "N", "C", "C", "C", "C", "H", "H", "H", "H", "H", "H", "H", "H", "H", "H", "H", "H", "H", "H", "H", "H", "H", "H", "H", "H", "H", "H", "H", "H", "H", "H", "H", "H", "H", "H", "H", "H", "H", "H", "H"], "xyz": [[-2.9279, 4.6313, -9.4240], [-4.0583, 4.4770, -8.4125], [-3.6567, 3.6873, -7.2610], [-4.7980, 3.2309, -6.4905], [-4.3288, 2.3003, -5.3753], [-3.4292, 3.0300, -4.5066], [-3.1259, 2.3854, -3.2535], [-2.3657, 1.0426, -3.3359], [-2.0266, 0.5635, -2.0192], [-0.7597, 0.5921, -1.5391], [0.1939, 0.9279, -2.2130], [-0.6219, 0.1426, -0.1201], [-1.5883, 0.4683, 0.8565], [-1.4277, 0.0869, 2.1591], [-0.2887, -0.6486, 2.5390], [-0.0755, -0.9500, 3.8336], [0.9932, -1.6378, 4.1539], [1.2673, -1.8137, 5.5839], [0.2125, -2.0462, 6.4637], [0.4657, -2.2173, 7.8104], [1.7626, -2.1472, 8.2916], [2.8233, -1.8899, 7.4324], [4.2296, -1.7871, 7.9394], [2.5637, -1.7211, 6.0801], [1.8597, -2.1599, 3.1329], [2.9212, -3.1318, 3.4195], [2.7233, -4.1764, 4.3194], [3.7437, -5.0774, 4.5558], [4.9587, -4.9473, 3.9052], [5.1656, -3.9235, 2.9875], [6.4815, -3.7814, 2.2849], [4.1361, -3.0262, 2.7489], [1.7114, -1.7980, 1.8829], [0.6723, -1.0064, 1.5540], [0.4994, -0.5716, 0.2290], [-2.2759, 3.4701, -5.2657], [-2.7450, 4.3977, -6.3824], [-2.4882, 3.6596, -9.6308], [-2.1500, 5.2954, -9.0577], [-3.3191, 5.0458, -10.3498], [-4.4301, 5.4737, -8.1118], [-4.8840, 3.9462, -8.8947], [-5.4761, 2.6882, -7.1541], [-5.3478, 4.0774, -6.0408], [-5.1904, 1.9633, -4.7938], [-3.8424, 1.4242, -5.8359], [-2.5228, 3.0810, -2.6620], [-4.0742, 2.2249, -2.7280], [-1.4217, 1.1793, -3.8671], [-2.9713, 0.2926, -3.8532], [-2.7808, 0.2747, -1.4176], [-2.4472, 1.0636, 0.5792], [-2.1442, 0.3515, 2.9214], [-0.7921, -2.0992, 6.0738], [-0.3505, -2.4081, 8.4919], [1.9522, -2.2882, 9.3461], [4.8956, -2.4025, 7.3366], [4.5781, -0.7565, 7.8745], [4.2955, -2.1075, 8.9760], [3.3815, -1.5021, 5.4084], [1.7716, -4.2920, 4.8163], [3.5901, -5.8892, 5.2516], [5.7525, -5.6536, 4.1032], [7.1793, -3.2222, 2.9095], [6.3630, -3.2452, 1.3469], [6.9200, -4.7562, 2.0836], [4.2649, -2.2235, 2.0383], [1.2460, -0.8142, -0.5108], [-1.5980, 4.0077, -4.5999], [-1.7330, 2.6261, -5.7209], [-1.8794, 4.7267, -6.9578], [-3.2319, 5.2834, -5.9351]], "total_charge": 0, "orbital_gap_ev": 7.97, "de_lowest_kcal_mol": 5.5}

***

{"formula": "C2H6N2", "method": "ωB97M-V/def2-TZVPD", "symbols": ["H", "N", "N", "H", "C", "C", "H", "H", "H", "H"], "xyz": [[2.7711, 0.8643, -0.4812], [2.3764, 0.1508, 0.1677], [1.5291, -0.6095, -0.3374], [1.0856, -1.3314, 0.2364], [-1.5689, -0.4046, 0.1330], [-0.8766, 0.7034, 0.0808], [-2.3634, -0.6615, 0.9833], [-1.6428, -1.0703, -0.7416], [-0.3464, 1.0168, -0.8566], [-0.9641, 1.3420, 0.8157]], "total_charge": 0, "orbital_gap_ev": 9.79, "de_lowest_kcal_mol": 90.5}

***

{"formula": "C7H5AgF5N3S2", "method": "ωB97M-V/def2-TZVPD", "symbols": ["Ag", "N", "N", "C", "N", "S", "H", "H", "H", "H", "H", "F", "C", "C", "F", "C", "F", "C", "S", "C", "F", "C", "F"], "xyz": [[1.0174, 0.4953, -0.4299], [3.5177, 0.7434, -0.2110], [3.9816, -0.5942, -0.6538], [3.3666, -1.6725, -0.2039], [4.0922, -2.7963, -0.4340], [1.9298, -1.5627, 0.6828], [4.1655, 1.4869, -0.4583], [3.2542, 0.6075, 0.7554], [4.7272, -0.6482, -1.3907], [4.9841, -2.6542, -0.9426], [3.9001, -3.8012, -0.3180], [-5.6187, -0.3281, 1.2474], [-4.4647, 0.2631, 0.8228], [-4.2158, 1.6556, 1.0249], [-5.0941, 2.5153, 1.6137], [-2.9748, 2.1655, 0.6016], [-2.8378, 3.5181, 0.5568], [-1.9655, 1.4146, -0.1239], [-0.5261, 2.2224, -0.6844], [-2.3022, 0.0324, -0.2597], [-1.5254, -0.7714, -1.1025], [-3.5287, -0.5078, 0.1293], [-3.8825, -1.7837, -0.2221]], "total_charge": 0, "orbital_gap_ev": 7.06}

***

{"formula": "C5H8O3S", "method": "ωB97M-V/def2-TZVPD", "symbols": ["C", "C", "C", "C", "C", "O", "O", "O", "S", "H", "H", "H", "H", "H", "H", "H", "H"], "xyz": [[-1.8302, 0.4646, 0.3041], [-0.4637, 0.0397, 0.4808], [0.0584, 0.1151, 1.8761], [1.6510, -0.5313, -0.7814], [0.1974, -0.9043, -0.4765], [-2.6451, 0.7014, 1.1595], [-0.3417, 1.3626, -2.7434], [-2.1202, 0.7696, -1.0538], [-0.8780, 1.7524, -1.4705], [-0.7056, -0.2567, 2.5616], [0.2514, 1.1492, 2.1638], [0.9671, -0.4651, 2.0010], [2.0821, -1.2670, -1.4548], [2.2497, -0.5048, 0.1253], [1.7029, 0.4433, -1.2593], [0.1876, -1.9026, -0.0222], [-0.3631, -0.9664, -1.4102]], "total_charge": 0, "orbital_gap_ev": [7.90, 7.70], "de_lowest_kcal_mol": 48.8}